{"formula": "C29H73N9O9", "method": "ωB97M-V/def2-TZVPD", "elements": ["C", "C", "C", "O", "C", "N", "H", "H", "H", "H", "H", "H", "H", "H", "H", "H", "H", "H", "C", "C", "C", "O", "C", "N", "H", "H", "H", "H", "H", "H", "H", "H", "H", "H", "H", "H", "C", "C", "O", "N", "C", "H", "H", "H", "H", "H", "H", "H", "C", "C", "O", "N", "C", "H", "H", "H", "H", "H", "H", "H", "C", "C", "O", "N", "C", "H", "H", "H", "H", "H", "H", "H", "C", "C", "O", "N", "C", "H", "H", "H", "H", "H", "H", "H", "C", "C", "O", "N", "C", "H", "H", "H", "H", "H", "H", "H", "C", "C", "O", "N", "C", "H", "H", "H", "H", "H", "H", "H", "C", "C", "O", "N", "C", "H", "H", "H", "H", "H", "H", "H"], "coordinates": [[35.612000, 25.629000, 29.399000], [36.151000, 26.769000, 30.345000], [35.166000, 27.964000, 30.364000], [34.960000, 28.421000, 29.100000], [34.215000, 29.646000, 29.125000], [36.546000, 26.162000, 31.639000], [35.763000, 25.914000, 32.038000], [37.232000, 25.568000, 31.720000], [36.750000, 27.085000, 32.242000], [36.391000, 24.738000, 29.341000], [35.704000, 26.139000, 28.327000], [34.688000, 25.228000, 29.670000], [37.062000, 27.051000, 29.629000], [35.476000, 28.790000, 30.999000], [34.276000, 27.633000, 31.025000], [33.863000, 30.030000, 28.104000], [34.620000, 30.523000, 29.680000], [33.147000, 29.405000, 29.591000], [38.042000, 23.812000, 25.275000], [38.500000, 25.040000, 24.511000], [38.251000, 26.357000, 25.277000], [36.855000, 26.540000, 25.444000], [36.487000, 27.844000, 25.932000], [39.929000, 25.004000, 24.192000], [40.459000, 25.332000, 25.035000], [40.139000, 24.361000, 23.619000], [39.984000, 25.778000, 23.556000], [37.159000, 23.950000, 25.676000], [38.657000, 23.632000, 26.029000], [37.815000, 22.916000, 24.590000], [37.880000, 25.039000, 23.396000], [38.626000, 27.071000, 24.672000], [38.768000, 26.498000, 26.266000], [36.924000, 28.562000, 25.164000], [37.032000, 28.148000, 26.834000], [35.437000, 28.191000, 25.952000], [32.964000, 26.230000, 34.119000], [33.481000, 25.167000, 33.166000], [32.745000, 24.960000, 32.132000], [34.661000, 24.703000, 33.293000], [35.031000, 23.413000, 32.656000], [32.039000, 26.720000, 33.979000], [33.576000, 27.104000, 34.305000], [32.992000, 25.832000, 35.126000], [35.036000, 24.964000, 34.073000], [35.870000, 22.937000, 33.208000], [35.280000, 23.325000, 31.501000], [34.233000, 22.752000, 32.877000], [29.910000, 29.716000, 32.152000], [31.433000, 29.858000, 32.395000], [32.143000, 28.820000, 32.279000], [32.065000, 31.040000, 32.381000], [33.372000, 31.320000, 32.854000], [29.542000, 28.596000, 31.928000], [29.762000, 30.421000, 31.399000], [29.209000, 30.232000, 33.024000], [31.453000, 31.888000, 32.283000], [33.746000, 30.681000, 33.605000], [33.469000, 32.375000, 32.958000], [34.185000, 31.061000, 32.123000], [31.840000, 26.734000, 29.190000], [30.588000, 26.697000, 28.418000], [29.630000, 27.450000, 28.434000], [30.605000, 25.797000, 27.319000], [29.415000, 25.582000, 26.466000], [32.064000, 25.899000, 29.656000], [31.316000, 27.434000, 30.010000], [32.776000, 27.153000, 29.151000], [31.451000, 25.133000, 27.029000], [29.689000, 24.955000, 25.642000], [29.161000, 26.398000, 26.083000], [28.711000, 24.925000, 26.939000], [36.741000, 35.076000, 28.419000], [36.888000, 33.495000, 28.597000], [36.979000, 32.932000, 29.734000], [36.915000, 32.825000, 27.438000], [36.987000, 31.382000, 27.288000], [36.362000, 35.645000, 29.363000], [36.154000, 35.111000, 27.582000], [37.661000, 35.633000, 28.404000], [37.036000, 33.610000, 26.604000], [35.758000, 30.975000, 27.355000], [37.349000, 30.857000, 28.335000], [37.143000, 31.102000, 26.254000], [38.239000, 29.997000, 31.470000], [37.346000, 29.423000, 32.668000], [36.419000, 30.108000, 33.083000], [37.644000, 28.205000, 33.263000], [36.928000, 27.943000, 34.525000], [39.119000, 29.454000, 31.574000], [38.477000, 30.961000, 31.593000], [37.721000, 30.086000, 30.493000], [38.324000, 27.554000, 33.282000], [36.769000, 28.773000, 35.209000], [37.479000, 27.059000, 34.882000], [36.073000, 27.428000, 34.223000], [39.764000, 22.812000, 30.963000], [39.120000, 23.171000, 32.236000], [38.403000, 24.181000, 32.295000], [39.247000, 22.394000, 33.353000], [38.651000, 22.684000, 34.630000], [40.334000, 23.633000, 30.604000], [39.036000, 22.504000, 30.090000], [40.526000, 22.130000, 31.144000], [39.865000, 21.561000, 33.302000], [37.918000, 23.594000, 34.444000], [39.396000, 23.057000, 35.221000], [38.032000, 22.139000, 35.215000], [30.579000, 30.913000, 28.224000], [31.201000, 31.911000, 27.399000], [32.407000, 31.869000, 27.251000], [30.417000, 32.991000, 26.899000], [30.997000, 34.050000, 26.171000], [29.575000, 31.151000, 28.338000], [30.984000, 30.567000, 29.222000], [30.649000, 29.964000, 27.580000], [29.345000, 32.844000, 26.825000], [31.819000, 34.530000, 26.658000], [30.158000, 34.491000, 25.786000], [31.349000, 33.522000, 25.078000]], "atomic_forces_ev_per_a": [[3.83, 0.73, -2.15], [1.59, -1.12, -4.94], [-0.22, -1.20, 3.66], [-0.28, 0.78, -1.19], [-4.06, 0.49, -0.27], [-0.90, 10.50, -1.78], [-5.41, -2.84, 2.80], [5.09, -4.68, 0.05], [0.61, -1.78, -0.73], [-1.41, 1.75, 0.34], [-0.97, -1.40, 2.15], [-1.76, -0.41, 0.18], [-1.17, -0.04, 2.51], [0.84, 0.22, 0.20], [0.22, 0.19, -1.59], [1.19, -0.91, 1.08], [0.41, -0.96, -0.19], [2.18, 0.49, -0.46], [0.93, -1.13, -6.13], [-4.08, -0.67, -1.53], [-2.05, -1.55, 1.81], [-0.41, -0.51, 0.44], [2.01, 2.28, -1.89], [-2.16, 8.06, 4.95], [0.32, -1.47, -0.97], [2.94, -7.48, -4.27], [0.57, 1.27, -0.43], [-4.62, 1.34, 1.99], [3.03, -1.34, 3.24], [1.08, 1.12, 0.99], [1.81, 0.40, 3.25], [1.25, 3.07, -2.12], [-0.09, -0.78, -0.55], [-0.43, -0.48, 0.66], [-0.40, -0.56, 0.32], [0.26, -1.53, 0.19], [1.62, -0.40, 1.81], [-7.90, 3.66, -4.93], [2.44, -0.46, 2.77], [1.47, -3.87, -5.12], [1.38, -0.63, -0.67], [-1.25, -0.42, -1.00], [1.02, 0.19, -0.71], [-0.40, -0.50, 0.46], [3.43, 1.23, 5.77], [-0.19, 0.81, -0.39], [-0.67, 0.97, 2.42], [-1.01, -0.68, -0.36], [-1.19, -0.55, 3.41], [1.12, -3.59, -1.68], [-0.94, 1.26, 1.09], [-3.11, 2.35, 0.16], [2.16, -0.70, -2.47], [1.17, 2.90, 0.43], [-0.80, 0.66, -1.98], [1.97, -1.63, -1.81], [0.86, -1.39, 0.35], [-0.36, -0.30, 1.78], [0.12, 0.62, 0.83], [-0.86, 0.31, -0.22], [-4.65, 4.75, 3.12], [0.33, -0.97, -5.85], [0.41, -0.02, 1.52], [2.01, -2.12, -0.42], [3.62, -6.67, 3.22], [0.35, -4.64, 2.33], [1.74, -1.48, -0.68], [1.94, 1.77, -2.12], [-2.44, 2.27, 1.63], [0.77, -0.33, -0.65], [-3.09, 6.92, -2.69], [-0.98, 0.55, 0.63], [0.78, -1.19, 4.22], [0.70, 0.35, 4.20], [-0.41, 1.09, -3.02], [0.83, 3.14, -3.06], [-4.84, -1.28, 2.97], [-0.36, -1.71, -1.64], [-1.57, 1.28, -2.03], [0.89, -0.39, -1.01], [-0.45, -3.62, 2.35], [3.15, 1.10, -0.11], [0.04, 1.35, -3.24], [1.27, -0.26, 0.28], [-2.94, -3.45, 0.78], [0.36, 3.02, -1.63], [0.84, -1.48, -0.08], [-3.69, 2.80, 1.22], [1.22, -1.41, -0.41], [1.79, -1.16, -0.98], [0.61, 3.77, 1.37], [0.22, -1.04, 0.49], [3.87, -1.27, -1.35], [0.17, -0.17, -0.21], [0.19, 0.74, 1.06], [-2.49, -0.04, 0.07], [-1.27, -0.38, -1.78], [-1.94, 0.68, 1.64], [0.05, 0.21, -0.24], [0.74, -2.19, -1.35], [-1.41, 5.13, -2.85], [0.09, 1.23, -0.31], [1.30, 0.39, 2.10], [1.05, -2.03, -0.03], [-0.75, 1.01, -0.08], [1.70, -1.45, 0.19], [1.90, 1.02, 1.89], [-1.57, -3.40, 0.86], [-0.21, -3.74, -0.04], [0.65, 2.88, -0.08], [0.69, 0.60, -0.76], [-1.69, -3.41, 2.12], [1.57, -3.93, -4.11], [-2.09, 0.02, 0.45], [0.13, 1.09, -1.23], [-0.41, 1.03, 0.99], [2.85, 0.37, 0.36], [0.06, 0.62, 0.12], [-1.52, 2.76, -0.48], [0.04, 1.58, 2.71]], "energy_ha": -2317.7297, "de_lowest_ev": 4.963, "gap_ev": 6.90, "molar_mass_da": 691.96, "charge": 2}